(w)
Below is a structure of composition H21O11, with properties calculated with ωB97M-V/def2-TZVPD.

Element x y z (Å)
O: 1.7479 -3.5882 -1.2801
H: 0.9253 -4.1758 -1.4630
H: -2.3749 1.0371 1.9900
O: -2.9137 1.8186 1.8040
H: -1.0971 -0.0610 -1.9759
H: 2.3357 1.3012 4.2539
O: -0.2389 -0.0646 -0.7972
H: -2.4812 -0.1516 -2.8256
H: 0.4100 -1.4483 3.0995
O: -1.1564 -0.0310 1.2243
H: -1.3388 -0.9289 1.3332
H: 2.6861 -2.0481 0.0990
O: -0.6213 4.8934 -1.4619
H: -0.2874 -2.8778 0.0288
H: 1.4708 -2.6857 -1.3808
O: 0.3110 -1.6527 2.1633
H: 0.3126 -0.7640 1.8175
H: 1.2220 0.2310 3.7966
O: 2.0114 0.4777 4.4564
H: -0.8150 0.2536 0.0321
O: -1.6792 0.1845 -2.7271
H: 0.5336 0.4778 -0.8525
H: 0.7474 3.3427 -3.4852
O: 0.0399 3.0641 -2.8955
H: -0.3504 2.3475 -3.3375
H: -2.8160 1.8945 0.8015
O: -0.6246 -2.7615 -0.8648
H: -1.1426 4.0988 -1.3760
H: -0.5927 -1.7403 -0.9493
O: 3.0815 -2.3256 0.9672
H: 0.2697 4.6771 -1.6842
H: 2.4250 -2.7946 1.4897

Computed properties:
frontier orbital gap	8.5320	eV
M	197.2	Da
total charge	-1
highest occupied orbital energy	-0.21239	Ha

=====

(x)
Below is a cluster of 11 separate species, H21O11 in total, with properties calculated with ωB97M-V/def2-TZVPD.

Element x y z (Å)
O: -0.5662 -0.4207 -0.1813
H: 0.3768 -0.4507 -0.0413
O: 2.4838 1.7123 0.1277
H: 2.5098 2.5423 -0.3823
H: 2.5938 1.0293 -0.5283
O: 0.4218 1.1823 -2.0723
H: -0.0012 2.0233 -1.8443
H: 0.1958 0.6053 -1.3443
O: -2.5042 1.1033 -0.9893
H: -1.7522 0.5893 -0.6573
H: -2.2742 2.0143 -1.1363
O: -0.6902 -1.5917 2.1627
H: -0.6972 -1.2377 1.2497
H: -1.4412 -1.1097 2.6027
O: -2.9552 -1.6497 0.0167
H: -2.9552 -1.9727 0.9227
H: -2.1092 -1.1377 -0.0973
O: 3.0008 -0.5307 -1.1843
H: 2.2848 -1.0397 -1.5983
H: 3.6398 -0.2677 -1.8143
O: 2.4408 -1.6687 1.1667
H: 2.5618 -1.1507 0.3537
H: 2.1438 -1.0507 1.8547
O: 0.9198 -2.1357 -1.5353
H: 0.3508 -2.7197 -1.9923
H: 0.3238 -1.5787 -1.0593
O: -2.7982 1.6123 1.8067
H: -3.6752 1.9993 1.7537
H: -2.6452 1.4473 0.8577
O: 0.1198 1.4803 1.5097
H: -0.1592 0.6683 1.1397
H: 0.8568 1.7033 0.9347

Computed properties:
frontier orbital gap	9.4897	eV
M	197.2	Da
total charge	-1
highest occupied orbital energy	-0.24282	Ha

=====

Which structure is the most stable? The one labeled (x).

=====

(w)
Below is the ion C4H6NO with charge -1, with properties calculated with ωB97M-V/def2-TZVPD.

Element x y z (Å)
C: 1.5672 -0.2692 0.4722
C: 1.6202 1.0244 0.2259
C: 0.3656 -1.1340 -0.2151
C: -0.9529 -0.6501 0.1985
N: -1.5383 0.4407 -0.1797
O: -2.7332 0.8329 0.2555
H: 2.3227 1.7732 0.7135
H: 0.7562 1.3581 -0.4066
H: 0.4720 -1.1840 -1.2865
H: 0.6147 -2.2386 0.0834
H: -1.4686 -0.9749 1.0582
H: -1.0254 1.0216 -0.9194

Computed properties:
frontier orbital gap	6.5066	eV
M	84.1	Da
total charge	-1
highest occupied orbital energy	-0.07334	Ha

=====

(x)
Below is the ion C4H6NO with charge -1, with properties calculated with ωB97M-V/def2-TZVPD.

Element x y z (Å)
C: 0.4557 -0.8654 -0.4330
C: 0.1898 -0.8178 -1.7347
C: -0.5979 -0.7304 0.5490
C: 0.1835 0.3452 1.2189
N: 0.3594 1.4706 0.6196
O: 1.1071 2.4117 1.0970
H: 0.9729 -0.6252 -2.4609
H: -0.8628 -0.7271 -2.1786
H: -1.5139 -0.3191 0.1677
H: -0.8256 -1.6027 1.2528
H: 0.6513 -0.0508 2.1843
H: -0.1194 1.5111 -0.2821

Computed properties:
frontier orbital gap (alpha / beta)	6.5372 / 6.5379	eV
M	84.1	Da
total charge	-1
highest occupied orbital energy (alpha / beta)	-0.07326 / -0.07328	Ha

=====

Which structure is the most stable? The one labeled (w).